[1]
187
Properties=species:S:1:pos:R:3 method="wB97M-V/def2-TZVPD" homo_ev=-5.783 total_charge=-1 lumo_energy_ev=2.2188
P 9.63 5.94 29.79
F 10.92 6.85 29.39
F 8.91 6.48 28.45
F 10.31 4.65 29.13
F 8.37 5.01 30.20
F 10.36 5.61 31.22
F 8.93 7.22 30.54
C 10.48 6.83 37.06
O 10.16 6.56 35.74
C 9.88 7.70 34.99
C 9.52 7.31 33.60
N 8.44 6.33 33.45
C 7.23 6.62 34.21
C 6.42 5.34 34.35
O 7.00 4.48 35.30
C 6.41 4.56 36.54
H 10.29 5.95 37.67
H 9.87 7.61 37.55
H 11.52 7.15 37.19
H 10.77 8.35 34.95
H 9.14 8.38 35.46
H 10.37 6.83 33.13
H 9.30 8.22 33.02
H 8.29 6.18 32.47
H 6.63 7.37 33.67
H 7.55 6.98 35.18
H 6.42 4.84 33.38
H 5.38 5.55 34.62
H 6.88 3.94 37.29
H 5.31 4.45 36.53
H 6.51 5.56 37.03
C 13.00 9.26 32.81
O 13.75 8.37 32.03
C 13.04 7.14 31.81
C 13.85 6.36 30.79
N 14.87 5.55 31.48
C 15.63 4.81 30.46
C 16.82 4.15 31.09
O 17.85 5.11 31.23
C 18.97 4.56 31.86
H 12.87 8.94 33.85
H 12.06 9.53 32.32
H 13.53 10.22 32.83
H 12.06 7.40 31.40
H 12.88 6.60 32.75
H 14.27 7.07 30.08
H 13.12 5.68 30.33
H 15.48 6.25 31.91
H 15.93 5.49 29.65
H 14.94 4.05 30.08
H 17.16 3.23 30.59
H 16.54 3.82 32.10
H 18.78 4.53 32.95
H 19.89 5.14 31.75
H 19.17 3.54 31.52
C 10.40 16.48 30.23
O 10.15 15.16 30.60
C 9.72 14.37 29.50
C 8.93 13.22 30.02
N 9.78 12.28 30.77
C 9.13 10.99 30.99
C 7.89 11.12 31.87
O 8.28 11.76 33.07
C 7.22 12.02 33.95
H 11.00 17.00 30.97
H 9.49 17.11 30.15
H 10.91 16.54 29.26
H 10.57 14.11 28.85
H 9.04 15.02 28.92
H 8.48 12.64 29.20
H 8.06 13.54 30.61
H 9.93 12.70 31.69
H 9.80 10.29 31.48
H 8.80 10.63 30.01
H 7.60 10.09 32.13
H 6.98 11.49 31.36
H 7.58 12.65 34.76
H 6.89 11.09 34.44
H 6.38 12.52 33.45
C 6.69 1.30 35.67
O 7.96 1.63 36.16
C 8.54 0.61 36.91
C 10.04 0.76 36.94
N 10.66 0.87 35.62
C 12.09 1.03 35.75
C 12.79 1.47 34.48
O 12.30 2.69 34.00
C 13.05 3.14 32.91
H 6.15 2.12 35.22
H 6.07 0.91 36.50
H 6.72 0.50 34.92
H 8.24 -0.42 36.68
H 8.18 0.72 37.96
H 10.47 -0.10 37.51
H 10.33 1.64 37.52
H 10.49 -0.02 35.16
H 12.55 0.09 36.11
H 12.41 1.74 36.51
H 12.73 0.69 33.70
H 13.85 1.63 34.76
H 14.05 3.54 33.13
H 12.56 4.04 32.54
H 13.07 2.39 32.11
C 6.93 2.59 20.39
O 7.20 3.03 21.69
C 7.92 4.26 21.65
C 8.38 4.61 23.07
N 7.54 5.65 23.67
C 8.15 6.11 24.91
C 7.20 7.02 25.67
O 6.73 8.15 24.96
C 7.63 9.25 24.91
H 6.16 3.26 19.96
H 6.40 1.64 20.41
H 7.79 2.49 19.73
H 7.23 5.06 21.37
H 8.77 4.17 20.96
H 9.42 4.98 23.01
H 8.41 3.74 23.72
H 7.47 6.42 23.02
H 9.08 6.66 24.73
H 8.35 5.32 25.64
H 7.65 7.29 26.63
H 6.28 6.47 25.88
H 7.09 10.20 24.97
H 8.07 9.23 23.90
H 8.39 9.25 25.69
C 6.63 1.76 28.37
C 5.79 2.71 27.51
C 6.55 3.01 26.23
C 6.49 1.92 25.15
C 5.08 1.41 24.91
C 4.34 1.09 26.20
N 4.47 2.22 27.13
O 3.63 2.09 28.25
C 2.86 1.06 25.81
C 4.78 -0.27 26.75
C 5.65 4.03 28.26
H 7.17 1.02 27.77
H 6.10 1.23 29.17
H 7.42 2.30 28.89
H 6.28 3.98 25.80
H 7.63 3.07 26.42
H 7.15 1.11 25.49
H 6.90 2.27 24.21
H 5.15 0.51 24.29
H 4.53 2.12 24.28
H 2.66 0.38 24.98
H 2.17 0.84 26.63
H 2.56 2.06 25.48
H 4.35 -1.08 26.17
H 5.87 -0.36 26.74
H 4.53 -0.35 27.81
H 5.26 4.83 27.63
H 6.59 4.36 28.69
H 4.91 3.94 29.06
H 3.87 1.26 28.69
C 11.45 1.07 29.74
C 12.43 2.13 29.33
O 13.74 1.65 28.97
O 11.34 0.01 28.81
H 10.54 1.64 29.93
H 11.77 0.63 30.69
H 12.59 2.87 30.12
H 12.05 2.73 28.49
H 13.87 1.85 28.04
H 12.22 -0.04 28.40
C 8.76 0.71 32.50
C 8.48 2.14 32.12
O 9.68 2.86 31.95
O 7.57 -0.08 32.42
H 9.26 0.65 33.47
H 9.44 0.32 31.74
H 7.84 2.62 32.89
H 7.89 2.24 31.20
H 9.51 3.75 31.61
H 7.59 -0.63 31.64
C 11.18 9.90 27.29
C 12.09 10.14 28.49
O 11.96 11.48 28.94
O 9.84 9.70 27.71
H 11.45 8.97 26.76
H 11.35 10.68 26.55
H 13.14 10.01 28.20
H 11.86 9.41 29.28
H 11.14 11.73 29.41
H 9.86 8.96 28.34

=====

[2]
16
Properties=species:S:1:pos:R:3 method="wB97M-V/def2-TZVPD" homo_ev=-9.407 total_charge=0 lumo_energy_ev=0.9795 smiles="C1=CCCC1.O"
C -0.88 0.51 -0.67
C -1.25 -0.49 0.13
C -0.39 -0.56 1.37
C 0.83 0.30 0.98
C 0.30 1.26 -0.10
H -1.36 0.78 -1.61
H -2.10 -1.15 -0.05
H -0.11 -1.57 1.68
H -0.94 -0.11 2.21
H 1.27 0.83 1.84
H 1.61 -0.34 0.56
H 1.06 1.53 -0.85
H -0.05 2.20 0.34
O 0.62 -1.23 -2.31
H 1.36 -0.72 -1.98
H 0.02 -1.26 -1.55

=====

[3]
16
Properties=species:S:1:pos:R:3 method="wB97M-V/def2-TZVPD" homo_ev="-12.544 / -12.377" total_charge=+1 lumo_energy_ev="-4.8421 / -4.4779"
C -3.08 0.33 0.19
C -1.91 -0.52 0.32
C -2.64 1.56 -0.26
C -0.95 0.42 0.22
C 1.62 0.16 0.34
N 1.90 -0.86 -0.72
O -1.29 1.59 -0.15
S 2.39 1.78 -0.04
H -3.87 -0.26 0.15
H -1.76 -1.46 0.81
H -3.07 2.46 -0.65
H 1.81 -0.15 1.31
H 2.19 -1.78 -0.45
H 1.06 -1.08 -1.23
H 2.36 -0.32 -1.45
H 2.12 2.29 1.21

=====

Largest force on an atom
In order: 0.0452 0.0059 0.0960
Unit: hartree/bohr